[1]
ORCA calculation (ωB97M-V/def2-TZVPD) on a structure of composition C44H48BrN3SbV.

Element x y z (Å)
V 0.930 -0.908 0.791
C 0.266 -3.780 1.797
C -1.182 -3.716 1.323
C -1.224 -3.493 -0.185
C -2.147 -2.769 2.036
C -3.383 -3.329 2.355
C -4.414 -2.581 2.890
C -4.235 -1.222 3.065
C -3.025 -0.605 2.762
C -2.991 0.916 2.841
C -3.983 1.509 1.834
C -3.268 1.439 4.251
C -1.958 -1.402 2.306
N -0.683 -0.787 2.109
C -0.212 -0.068 3.095
C 0.905 0.774 2.927
C 1.487 1.638 3.856
C 2.482 2.322 3.175
C 2.484 1.843 1.853
N 1.527 0.907 1.684
C 3.407 2.293 0.741
C 4.225 1.103 0.227
C 4.367 3.368 1.250
C 2.579 2.871 -0.408
H 0.724 -4.698 1.420
H 0.361 -3.758 2.882
H 0.920 -2.984 1.402
H -1.583 -4.714 1.514
H -0.876 -2.485 -0.426
H -2.234 -3.575 -0.587
H -0.580 -4.209 -0.705
H -3.538 -4.386 2.172
H -5.356 -3.051 3.140
H -5.055 -0.619 3.434
H -2.005 1.273 2.550
H -5.005 1.205 2.065
H -3.753 1.172 0.823
H -3.942 2.600 1.841
H -4.271 1.169 4.586
H -3.195 2.528 4.272
H -2.564 1.036 4.981
H -0.662 -0.101 4.087
H 1.192 1.752 4.887
H 3.130 3.083 3.575
H 4.825 0.664 1.027
H 4.897 1.427 -0.572
H 3.570 0.329 -0.178
H 5.002 2.993 2.055
H 3.828 4.243 1.615
H 5.014 3.691 0.433
H 1.896 2.119 -0.798
H 3.229 3.196 -1.224
H 1.977 3.720 -0.080
Br 3.142 -1.789 2.658
C 3.631 -2.272 0.894
C 4.821 -2.929 0.651
C 5.112 -3.234 -0.670
C 4.216 -2.880 -1.670
C 3.054 -2.226 -1.317
N 2.758 -1.917 -0.045
H 5.486 -3.186 1.462
H 6.035 -3.745 -0.913
H 4.414 -3.100 -2.709
H 2.334 -1.918 -2.065
C 2.303 0.805 -5.793
C 2.951 0.857 -4.566
C 2.241 0.634 -3.395
C 0.874 0.365 -3.450
C 0.229 0.310 -4.682
C 0.945 0.533 -5.852
Sb -0.198 0.081 -1.652
C -1.977 -0.793 -2.374
C -1.949 -1.957 -3.139
C -3.131 -2.565 -3.534
C -4.350 -2.015 -3.159
C -4.384 -0.856 -2.399
C -3.202 -0.242 -2.009
C -0.859 2.041 -1.231
C -1.081 2.372 0.102
C -1.487 3.658 0.436
C -1.662 4.606 -0.560
C -1.439 4.276 -1.891
C -1.037 2.991 -2.231
H 2.859 0.981 -6.704
H 4.011 1.073 -4.522
H 2.759 0.685 -2.443
H -0.832 0.096 -4.737
H 0.440 0.493 -6.808
H -1.002 -2.396 -3.433
H -3.105 -3.466 -4.133
H -5.273 -2.490 -3.466
H -5.335 -0.425 -2.112
H -3.238 0.669 -1.422
H -0.913 1.639 0.879
H -1.654 3.920 1.474
H -1.973 5.610 -0.302
H -1.575 5.020 -2.664
H -0.859 2.739 -3.270

Output
total charge: +1
orbital gap (spin up / spin down): 7.1 / 7.2 eV
energy above the lowest of the compared OMol25 structures with the same formula, charge and spin: 5.8 kJ/mol
2S+1: 4
HOMO level (spin up / spin down): -9.89 / -10.04 eV
calculated total energy: -5627.83023 Eh

[2]
ORCA calculation (ωB97M-V/def2-TZVPD) on a structure of composition C44H48F6HfN3O4Se at a distorted geometry.

Element x y z (Å)
Hf -0.924 -2.058 -0.089
C 8.015 2.024 3.337
C 6.802 2.333 2.490
C 5.916 3.367 2.981
C 5.919 3.814 4.412
C 4.911 3.830 2.105
C 4.194 5.132 2.316
C 4.590 3.135 0.912
C 3.327 3.444 0.131
C 5.515 2.132 0.433
C 5.308 1.500 -0.919
C 6.578 1.767 1.242
C 7.554 0.873 0.612
H 7.659 1.756 4.324
H 8.628 2.921 3.445
H 8.501 1.197 2.937
H 4.917 3.756 4.883
H 6.338 4.802 4.491
H 6.569 3.211 4.995
H 4.835 5.815 2.938
H 3.160 5.064 2.724
H 4.041 5.671 1.352
H 2.591 4.164 0.539
H 2.826 2.487 -0.131
H 3.666 3.850 -0.824
H 5.670 0.491 -0.889
H 5.695 2.069 -1.776
H 4.238 1.384 -1.128
H 7.730 1.276 -0.427
H 7.235 -0.114 0.351
H 8.499 0.898 1.215
C -5.941 2.501 -2.631
O -5.120 1.779 -1.613
C -5.014 2.272 -0.303
C -6.122 2.567 0.431
C -6.035 3.128 1.734
C -4.765 3.169 2.282
C -3.647 2.612 1.641
C -3.690 2.182 0.321
N -2.600 1.526 -0.251
C -2.537 0.333 -0.840
N -3.607 -0.451 -1.013
C -3.653 -1.795 -1.361
C -2.738 -2.731 -0.929
C -3.005 -4.096 -1.104
C -4.154 -4.474 -1.767
C -5.067 -3.559 -2.384
C -4.762 -2.199 -2.187
O -5.326 -1.123 -2.923
C -6.435 -1.443 -3.752
N -1.252 -0.133 -1.103
C -0.694 -0.169 -2.375
C 0.675 0.069 -2.469
C 1.319 0.050 -3.719
C 0.626 -0.250 -4.855
C -0.806 -0.413 -4.767
C -1.442 -0.064 -3.607
O -2.686 0.448 -3.601
C -3.316 0.462 -4.859
H -5.680 1.945 -3.504
H -5.716 3.558 -2.596
H -7.032 2.283 -2.549
H -7.124 2.318 0.145
H -6.973 3.419 2.238
H -4.672 3.677 3.251
H -2.694 2.508 2.174
H -1.735 2.051 -0.340
H -4.489 0.013 -1.196
H -2.262 -4.850 -0.732
H -4.431 -5.489 -1.778
H -5.897 -3.959 -3.067
H -7.074 -0.551 -3.889
H -7.124 -2.095 -3.210
H -6.074 -1.849 -4.702
H 1.221 0.177 -1.545
H 2.433 0.183 -3.788
H 1.200 -0.430 -5.771
H -1.368 -0.685 -5.654
H -3.121 -0.431 -5.500
H -3.120 1.427 -5.347
H -4.434 0.442 -4.657
Se -2.229 -1.097 1.988
C -1.869 -2.374 3.411
C -0.586 -2.513 3.978
C -0.421 -3.591 4.852
C -1.469 -4.406 5.178
C -2.722 -4.275 4.604
C -2.956 -3.156 3.803
H 0.240 -1.915 3.546
H 0.514 -3.765 5.331
H -1.324 -5.308 5.700
H -3.540 -5.002 4.865
H -3.960 -2.971 3.478
C 3.356 -2.569 0.230
C 1.901 -2.989 0.038
O 1.069 -1.840 0.183
C 1.604 -3.485 -1.378
F 0.065 -3.372 -1.588
F 1.880 -4.773 -1.711
F 2.026 -2.650 -2.357
C 1.353 -3.902 1.207
F 1.465 -5.206 0.990
F -0.071 -3.714 1.339
F 1.929 -3.575 2.460
H 3.551 -1.751 -0.517
H 4.108 -3.456 0.186
H 3.543 -2.192 1.220

Output
total charge: +1
orbital gap: 6.7 eV
HOMO level: -9.48 eV
calculated total energy: -5219.04188 Eh

[3]
ORCA calculation (ωB97M-V/def2-TZVPD) on a structure of composition C44H49BeNP2 at a distorted geometry.

Element x y z (Å)
Be 1.302 -0.901 -0.663
C -3.253 0.476 5.709
C -3.049 0.133 4.427
C -3.311 0.963 3.193
C -2.129 1.812 2.691
C -1.497 2.716 3.716
C -2.028 3.174 4.857
C -3.442 3.032 5.327
C -3.763 1.799 6.200
C 2.957 -0.374 -0.453
H -3.136 -0.279 6.501
H -2.727 -0.897 4.202
H -4.174 1.619 3.338
H -3.596 0.272 2.380
H -1.354 1.153 2.262
H -2.482 2.422 1.840
H -0.502 3.072 3.415
H -1.390 3.751 5.537
H -4.149 3.050 4.493
H -3.643 3.906 5.965
H -3.383 1.951 7.218
H -4.859 1.756 6.321
H 3.128 -0.671 0.588
H 3.112 0.727 -0.456
H 3.708 -0.881 -1.092
P -0.243 -1.484 -1.841
P 2.003 0.678 -2.741
C -0.699 0.091 -2.567
C 0.260 0.826 -3.174
C -0.168 -2.595 -3.298
C -1.150 -2.357 -4.264
C -1.235 -3.158 -5.401
C -0.346 -4.229 -5.560
C 0.653 -4.453 -4.607
C 0.764 -3.635 -3.477
C -1.902 -1.983 -1.183
C -2.669 -1.040 -0.480
C -3.823 -1.446 0.202
C -4.138 -2.815 0.279
C -3.421 -3.740 -0.484
C -2.321 -3.321 -1.236
C 2.652 0.889 -4.524
C 2.232 -0.039 -5.499
C 2.538 0.144 -6.855
C 3.296 1.248 -7.263
C 3.765 2.150 -6.306
C 3.463 1.955 -4.950
C 2.360 2.430 -2.207
C 3.605 2.802 -1.656
C 3.795 4.097 -1.157
C 2.772 5.048 -1.248
C 1.560 4.695 -1.841
C 1.352 3.394 -2.302
H -1.765 0.323 -2.638
H 0.022 1.510 -3.997
H -1.854 -1.534 -4.114
H -2.001 -2.942 -6.143
H -0.447 -4.886 -6.425
H 1.354 -5.283 -4.751
H 1.554 -3.811 -2.739
H -2.372 0.012 -0.445
H -4.470 -0.712 0.687
H -4.960 -3.149 0.906
H -3.715 -4.791 -0.496
H -1.778 -4.033 -1.856
H 1.632 -0.899 -5.196
H 2.173 -0.570 -7.599
H 3.538 1.390 -8.319
H 4.358 3.019 -6.612
H 3.840 2.676 -4.226
H 4.432 2.089 -1.621
H 4.750 4.366 -0.704
H 2.919 6.055 -0.850
H 0.762 5.432 -1.944
H 0.389 3.142 -2.739
C 0.429 0.545 4.725
N 1.559 -0.027 4.044
C 2.831 0.376 4.606
C 1.438 -0.096 2.582
C 0.745 -1.382 2.159
C 0.220 -2.188 3.194
C -0.394 -3.426 2.947
C -0.284 -3.942 1.658
C 0.400 -3.198 0.665
C 0.746 -1.856 0.825
H 0.482 0.298 5.795
H -0.516 0.155 4.321
H 0.420 1.645 4.652
H 2.877 0.046 5.655
H 3.659 -0.103 4.064
H 2.974 1.474 4.568
H 0.932 0.816 2.191
H 2.451 -0.032 2.165
H 0.341 -1.862 4.227
H -0.897 -3.946 3.772
H -0.704 -4.924 1.401
H 0.635 -3.708 -0.271

Output
orbital gap: 7.1 eV
energy above the lowest of the compared OMol25 structures with the same formula, charge and spin: 68.7 kJ/mol
HOMO level: -7.16 eV
calculated total energy: -2458.06768 Eh

[4]
ORCA calculation (ωB97M-V/def2-TZVPD) on a structure of composition C44H49Cl3N8O6SSiSr.

Element x y z (Å)
Sr -0.109 -0.395 -0.438
O 1.095 0.434 4.158
C -0.069 0.205 4.803
C -0.086 0.395 6.188
C -1.250 0.211 6.909
C -2.423 -0.160 6.257
C -2.403 -0.347 4.885
C -1.242 -0.186 4.131
C -1.235 -0.412 2.639
O -0.065 -0.506 2.093
N -2.416 -0.448 2.088
N -2.383 -0.497 0.689
C -3.520 -0.640 0.129
C -3.824 -0.674 -1.304
C -5.184 -0.851 -1.588
C -5.695 -0.901 -2.871
C -4.795 -0.787 -3.932
C -3.451 -0.611 -3.704
C -2.891 -0.524 -2.396
O -1.636 -0.320 -2.248
H 0.894 0.239 3.191
H 0.838 0.704 6.663
H -1.246 0.367 7.982
H -3.342 -0.298 6.813
H -3.298 -0.633 4.348
H -4.391 -0.760 0.781
H -5.863 -0.949 -0.746
H -6.755 -1.039 -3.046
H -5.152 -0.839 -4.957
H -2.751 -0.536 -4.526
C -2.305 2.495 -6.162
Si -1.100 2.564 -4.701
C -0.063 1.009 -4.781
C -0.039 4.088 -5.013
C -2.157 2.686 -3.157
C -3.532 2.519 -3.206
C -4.300 2.587 -2.045
C -3.636 2.847 -0.864
N -2.314 3.005 -0.766
C -1.563 2.882 -1.883
S 0.170 2.917 -1.725
H -1.741 2.501 -7.101
H -2.980 3.357 -6.170
H -2.916 1.588 -6.150
H 0.651 1.063 -5.610
H -0.695 0.133 -4.930
H 0.481 0.870 -3.847
H 0.114 4.207 -6.092
H 0.922 3.995 -4.510
H -0.522 4.990 -4.627
H -4.026 2.323 -4.152
H -5.368 2.412 -2.050
H -4.190 2.924 0.069
Cl -0.788 -4.724 -6.471
C -0.279 -4.028 -4.939
C -1.118 -4.106 -3.837
C -0.703 -3.563 -2.640
Cl -1.754 -3.664 -1.259
C 0.547 -2.899 -2.459
O 0.916 -2.384 -1.352
C 1.337 -2.866 -3.637
Cl 2.891 -2.065 -3.539
C 0.951 -3.408 -4.850
H -2.089 -4.574 -3.909
H 1.602 -3.335 -5.709
C 4.051 -1.570 0.142
N 4.365 -0.265 -0.424
C 5.750 -0.007 -0.760
C 3.357 0.579 -0.752
C 3.641 1.848 -1.512
O 2.203 0.340 -0.428
H 4.474 -2.354 -0.490
H 2.975 -1.706 0.164
H 4.456 -1.657 1.154
H 6.371 -0.705 -0.199
H 6.052 1.002 -0.481
H 5.957 -0.155 -1.825
H 4.636 1.917 -1.944
H 3.465 2.689 -0.837
H 2.881 1.922 -2.291
N -0.073 -4.000 1.765
C 0.967 -3.788 2.215
N 2.181 -3.515 2.735
C 2.137 -2.690 3.959
C 1.667 -3.499 5.159
C 2.530 -4.749 5.343
C 2.594 -5.569 4.053
C 3.039 -4.699 2.883
H 1.508 -1.823 3.767
H 3.156 -2.324 4.120
H 0.622 -3.785 5.002
H 1.690 -2.867 6.050
H 2.141 -5.362 6.160
H 3.545 -4.450 5.633
H 1.604 -5.978 3.828
H 3.276 -6.417 4.160
H 3.038 -5.242 1.939
H 4.053 -4.325 3.056
N -1.709 5.112 1.057
C -0.691 5.565 1.810
O -0.677 6.689 2.307
C 0.448 4.615 2.031
C 1.606 5.083 2.634
C 2.664 4.207 2.814
C 2.516 2.896 2.382
N 1.413 2.437 1.804
C 0.402 3.282 1.641
H -2.430 5.784 0.858
H -1.692 4.254 0.497
H 1.650 6.119 2.944
H 3.588 4.528 3.280
H 3.324 2.180 2.514
H -0.480 2.871 1.163

Output
total charge: -2
orbital gap: 5.9 eV
energy above the lowest of the compared OMol25 structures with the same formula, charge and spin: 30.1 kJ/mol
HOMO level: -2.13 eV
calculated total energy: -4694.89041 Eh

Copy entry 3 word for word.
ORCA calculation (ωB97M-V/def2-TZVPD) on a structure of composition C44H49BeNP2 at a distorted geometry.

Element x y z (Å)
Be 1.302 -0.901 -0.663
C -3.253 0.476 5.709
C -3.049 0.133 4.427
C -3.311 0.963 3.193
C -2.129 1.812 2.691
C -1.497 2.716 3.716
C -2.028 3.174 4.857
C -3.442 3.032 5.327
C -3.763 1.799 6.200
C 2.957 -0.374 -0.453
H -3.136 -0.279 6.501
H -2.727 -0.897 4.202
H -4.174 1.619 3.338
H -3.596 0.272 2.380
H -1.354 1.153 2.262
H -2.482 2.422 1.840
H -0.502 3.072 3.415
H -1.390 3.751 5.537
H -4.149 3.050 4.493
H -3.643 3.906 5.965
H -3.383 1.951 7.218
H -4.859 1.756 6.321
H 3.128 -0.671 0.588
H 3.112 0.727 -0.456
H 3.708 -0.881 -1.092
P -0.243 -1.484 -1.841
P 2.003 0.678 -2.741
C -0.699 0.091 -2.567
C 0.260 0.826 -3.174
C -0.168 -2.595 -3.298
C -1.150 -2.357 -4.264
C -1.235 -3.158 -5.401
C -0.346 -4.229 -5.560
C 0.653 -4.453 -4.607
C 0.764 -3.635 -3.477
C -1.902 -1.983 -1.183
C -2.669 -1.040 -0.480
C -3.823 -1.446 0.202
C -4.138 -2.815 0.279
C -3.421 -3.740 -0.484
C -2.321 -3.321 -1.236
C 2.652 0.889 -4.524
C 2.232 -0.039 -5.499
C 2.538 0.144 -6.855
C 3.296 1.248 -7.263
C 3.765 2.150 -6.306
C 3.463 1.955 -4.950
C 2.360 2.430 -2.207
C 3.605 2.802 -1.656
C 3.795 4.097 -1.157
C 2.772 5.048 -1.248
C 1.560 4.695 -1.841
C 1.352 3.394 -2.302
H -1.765 0.323 -2.638
H 0.022 1.510 -3.997
H -1.854 -1.534 -4.114
H -2.001 -2.942 -6.143
H -0.447 -4.886 -6.425
H 1.354 -5.283 -4.751
H 1.554 -3.811 -2.739
H -2.372 0.012 -0.445
H -4.470 -0.712 0.687
H -4.960 -3.149 0.906
H -3.715 -4.791 -0.496
H -1.778 -4.033 -1.856
H 1.632 -0.899 -5.196
H 2.173 -0.570 -7.599
H 3.538 1.390 -8.319
H 4.358 3.019 -6.612
H 3.840 2.676 -4.226
H 4.432 2.089 -1.621
H 4.750 4.366 -0.704
H 2.919 6.055 -0.850
H 0.762 5.432 -1.944
H 0.389 3.142 -2.739
C 0.429 0.545 4.725
N 1.559 -0.027 4.044
C 2.831 0.376 4.606
C 1.438 -0.096 2.582
C 0.745 -1.382 2.159
C 0.220 -2.188 3.194
C -0.394 -3.426 2.947
C -0.284 -3.942 1.658
C 0.400 -3.198 0.665
C 0.746 -1.856 0.825
H 0.482 0.298 5.795
H -0.516 0.155 4.321
H 0.420 1.645 4.652
H 2.877 0.046 5.655
H 3.659 -0.103 4.064
H 2.974 1.474 4.568
H 0.932 0.816 2.191
H 2.451 -0.032 2.165
H 0.341 -1.862 4.227
H -0.897 -3.946 3.772
H -0.704 -4.924 1.401
H 0.635 -3.708 -0.271

Output
orbital gap: 7.1 eV
energy above the lowest of the compared OMol25 structures with the same formula, charge and spin: 68.7 kJ/mol
HOMO level: -7.16 eV
calculated total energy: -2458.06768 Eh

Question: Look up the calculated total energy of the fourth one.
Answer: -4694.89041 Eh

Question: What is the calculated total energy in the third record?
Answer: -2458.06768 Eh